A molecular structure, C4H4Cl2FeO4Tl at a distorted geometry, computed with ωB97M-V/def2-TZVPD.

Positions of all 16 atoms, in Å:
1 C 2.8014 0.3372 0.5430
2 O -0.2872 1.7725 2.5841
3 O -3.7311 -2.2423 -4.2197
4 C -3.0474 -2.2972 -3.3078
5 H 2.4083 -0.4959 1.1490
6 O -5.1467 -3.0658 0.9273
7 O 1.8660 0.5280 -0.5108
8 Cl -0.2495 -1.6292 1.8175
9 H 2.8324 1.2783 1.0985
10 Fe 0.3413 -0.6009 -0.0563
11 C -0.5945 1.2490 1.6133
12 H 2.1666 1.0039 -1.3005
13 Cl 0.3356 -1.4301 -2.3329
14 Tl -1.7156 -2.3221 -0.8948
15 H 3.7649 0.1053 0.0875
16 C -4.0816 -2.9038 0.5411

Cartesian forces, eV/Å:
C 1.13 0.57 0.71
O -1.40 -1.66 -3.39
O 2.58 -0.22 3.20
C -2.35 0.07 -2.27
H 0.39 0.01 0.21
O 4.26 0.59 -1.40
O -2.32 -1.03 -0.42
Cl -0.19 -0.58 -1.51
H 0.27 -0.13 0.30
Fe 1.89 2.27 0.64
C 1.70 1.63 2.75
H 0.31 0.51 -0.40
Cl -1.34 -0.38 1.70
Tl -1.89 -0.98 -1.13
H 0.21 -0.25 0.33
C -3.24 -0.41 0.69

Results
* spin multiplicity: 6
* energy above the lowest of the compared OMol25 structures with the same formula, charge and spin: 0.00 kJ/mol
* charge: +4
* gap between HOMO and LUMO (alpha / beta): 5.824 / 5.109 eV
* DFT total energy: -76469.664 eV
* expectation value of S²: 8.87
* E_HOMO (alpha / beta): -27.8 / -27.2 eV

Results of the Löwdin charge analysis, in e, for atoms 1 through 5:
1. C 0.025
2. O 0.214
3. O 0.273
4. C 0.095
5. H 0.098



A gas-phase ion, C4H13N2S (charge +1) at a distorted geometry, computed with ωB97M-V/def2-TZVPD.

Positions of all 20 atoms, in Å:
1 H -2.2716 -1.2134 2.9345
2 H 1.1646 -0.6232 2.2969
3 H -0.9376 -1.5382 1.1499
4 C -0.1129 0.3959 1.0147
5 H -0.3733 1.2309 -1.5468
6 H 1.2782 1.1520 -3.3536
7 H 1.5939 0.7972 -0.1359
8 H 1.3908 1.0005 2.2761
9 C -1.3347 -0.5181 1.2485
10 H 1.3188 -0.8661 0.0484
11 C 0.0233 0.2189 -1.4745
12 H 0.0228 0.1986 3.1081
13 C 0.7810 0.0582 -0.1841
14 N -1.9302 -0.3529 2.5240
15 S 1.0488 -0.1092 -2.9439
16 H -0.4938 1.4200 0.9942
17 N 0.6788 0.2802 2.3197
18 H -0.8183 -0.4595 -1.5882
19 H -2.5962 0.3991 2.6699
20 H -1.9839 -0.4082 0.3725

Cartesian forces, eV/Å:
H -0.08 0.23 -0.14
H 0.10 0.13 0.00
H -0.24 -0.04 0.23
C -1.05 -0.30 0.97
H -0.02 -0.01 0.05
H -0.09 -0.11 0.24
H -0.08 0.04 -0.40
H 0.02 0.29 0.95
C 0.74 -0.62 -1.81
H -0.48 -0.47 -0.68
C 0.14 -0.16 -0.86
H -0.23 0.73 0.14
C 0.36 1.05 1.70
N 0.07 0.13 1.37
S 0.16 0.01 -0.17
H 0.35 0.12 -0.09
N 0.48 -0.86 -1.63
H -0.03 -0.09 0.28
H 0.07 -0.23 -0.39
H -0.18 0.15 0.22

Results
* energy above the lowest of the compared OMol25 structures with the same formula, charge and spin: 67.00 kJ/mol
* charge: +1
* SMILES string: NC[C@@H]([NH3+])CCS
* gap between HOMO and LUMO: 9.027 eV
* DFT total energy: -18167.798 eV
* E_HOMO: -12.3 eV

Results of the Löwdin charge analysis, in e, for atoms 1 through 5:
1. H 0.101
2. H 0.169
3. H 0.141
4. C -0.290
5. H 0.090



3 unconnected molecules or ions with the total composition C16H33FN3O10P2 at a distorted geometry, computed with ωB97M-V/def2-TZVPD.

Positions of all 65 atoms, in Å:
1 O 3.2749 2.4122 -0.4631
2 P 3.9932 0.7428 5.0120
3 H 1.9228 -1.6051 0.4962
4 C 3.4650 1.9567 2.6894
5 C -2.8788 0.0403 0.7225
6 C -2.2254 0.0774 -3.1098
7 H 0.7430 1.2195 4.1125
8 O 4.0761 -0.4362 6.2392
9 H -5.5128 -1.0144 -0.6730
10 H -4.7854 -0.2336 -5.1783
11 C -5.7805 -2.0949 -0.6161
12 H -1.5194 -1.1282 1.9710
13 C 2.4691 -1.1746 -0.3418
14 C -3.0791 0.3877 -0.7006
15 H -3.6277 -1.6110 -2.7926
16 H -3.9853 2.0608 -0.8674
17 C -6.0197 -0.7447 -3.4054
18 H 5.4871 -1.4163 -1.6194
19 H -4.6209 0.8872 -3.7523
20 H -1.2630 -0.0233 -3.6573
21 H 1.8361 -1.1928 -1.2243
22 H 5.4306 2.9092 -1.6053
23 H 5.8541 2.3152 -3.2233
24 H 3.3680 -1.7718 -0.5102
25 H -6.2105 -0.1833 -2.4543
26 N -0.8092 -1.2518 0.0530
27 H 4.6933 -0.5176 -2.9347
28 H -5.3339 -2.7073 -3.7167
29 H 3.7189 0.8733 7.8247
30 H -6.8656 -0.4431 -4.0841
31 O -4.1299 1.1316 -1.1308
32 H -6.5698 -2.1750 0.1773
33 F -0.1186 -1.3943 -2.0934
34 O -7.1320 -3.6079 -1.8137
35 H 2.4595 2.3605 2.5478
36 H -4.9157 -2.6947 -0.2247
37 H 1.6578 1.9682 5.4374
38 N -1.0095 -0.9346 -1.1951
39 H 2.3472 -0.1800 7.3742
40 N -6.0993 -2.2102 -3.2683
41 O 4.9010 0.4979 -1.1098
42 H -2.9101 -1.5308 -4.4242
43 O 2.8225 0.1744 -0.0127
44 H 6.3475 -0.1030 -2.4421
45 H 4.8285 3.7509 -3.0487
46 C -1.6979 -0.8071 0.9173
47 H 0.7538 0.4611 5.7177
48 C -3.3707 -0.8954 -3.6215
49 P 3.4024 1.1543 -1.2890
50 H 4.1566 2.5269 2.0715
51 H 3.7470 -0.8531 8.2255
52 H -2.5216 1.1560 -3.2094
53 H 3.4751 0.9169 2.3721
54 O 2.4741 0.2291 4.6034
55 C 5.3736 -0.4361 -2.0845
56 C -4.7054 -0.1872 -4.0691
57 C -6.3779 -2.6777 -1.9332
58 O 3.8985 1.9626 -2.6946
59 O 5.0377 0.0756 4.1645
60 C 3.4333 -0.1223 7.4819
61 C 1.3534 1.0179 4.9948
62 C 5.0680 2.7769 -2.6223
63 C -2.0629 -0.1930 -1.5664
64 H -3.5660 0.3792 1.5212
65 O 3.8349 2.1297 4.0563

Cartesian forces, eV/Å:
O -1.22 -0.82 -0.54
P 0.35 -5.16 -6.87
H 0.05 0.10 0.01
C -0.57 -0.21 -0.42
C 1.22 -0.34 -4.10
C -0.36 0.32 0.94
H 0.01 0.08 0.01
O 0.11 3.31 1.25
H 0.02 -0.82 -0.06
H 0.02 0.10 0.79
C -0.32 0.67 0.42
H 0.13 0.20 -1.09
C 0.39 -0.29 0.33
C 1.82 -1.79 4.18
H 0.29 0.54 -0.64
H -0.27 -0.27 -0.07
C -0.17 0.79 -1.08
H 0.01 0.04 -0.01
H -0.22 -0.89 -0.59
H -0.72 -0.17 0.54
H 0.10 -0.24 0.06
H -0.18 -0.03 -0.01
H -0.03 0.01 0.02
H -0.05 -0.03 -0.05
H 0.24 -0.87 -0.59
N 0.18 -0.36 -0.26
H 0.11 0.01 -0.07
H -0.42 -0.11 0.07
H -0.04 -0.10 0.20
H 0.76 -0.13 0.64
O 1.33 -0.30 -0.23
H 0.63 -0.02 -0.84
F -0.76 0.20 0.51
O 0.41 0.03 0.07
H 0.04 0.01 -0.04
H -0.66 0.41 -0.74
H -0.13 0.05 -0.08
N -2.56 1.35 2.06
H 0.01 0.04 0.04
N 0.62 1.27 1.39
O -0.75 -0.89 -0.48
H -0.63 0.60 0.61
O -1.91 -0.77 -2.87
H -0.03 -0.01 -0.01
H -0.23 -0.12 0.00
C -1.37 0.73 1.95
H 0.00 0.04 0.00
C 0.11 -0.40 0.09
P 6.03 5.23 4.84
H 0.06 0.01 0.21
H 0.05 0.01 -0.11
H 0.13 -1.02 0.07
H 0.15 0.04 0.13
O -0.27 0.48 0.86
C 0.24 -0.05 0.00
C 0.39 0.22 0.28
C -0.38 -0.99 0.17
O -2.99 -2.09 -1.18
O -0.06 0.65 1.10
C -0.23 -0.21 0.22
C -0.04 -0.14 -0.10
C 0.80 -0.08 0.10
C -0.52 1.44 -4.08
H 0.71 -0.39 -0.49
O 0.54 1.12 3.56

Results
* charge: +1
* gap between HOMO and LUMO: 5.498 eV
* DFT total energy: -63351.250 eV
* E_HOMO: -11.2 eV

Results of the Löwdin charge analysis, in e, for atoms 1 through 5:
1. O -0.247
2. P 0.689
3. H 0.082
4. C -0.127
5. C 0.144